No. 1
46
Properties=species:S:1:pos:R:3:forces:R:3 method="wB97M-V/def2-TZVPD" homo_energy_ha=-0.418 spin_multiplicity=1 de_lowest_ev=0.000 charge=+1
Cl -3.98809 -2.80310 2.33859 0.103 0.076 -0.035
C -2.76962 -1.60266 2.32668 0.465 0.508 0.087
C -1.44557 -1.94904 2.64418 0.503 0.341 0.043
C -0.45995 -0.95563 2.68382 -0.187 -0.165 0.012
C -0.78874 0.41054 2.45979 -0.124 -0.629 -0.737
C 0.17188 1.45543 2.65637 -0.737 0.430 1.253
C -0.21956 2.90098 2.66215 0.646 0.505 -0.014
C 0.95847 3.65281 3.37875 -0.323 -0.740 -0.404
C 1.93671 2.55072 3.68779 -1.068 -0.754 -1.274
C 1.48178 1.33588 3.17715 0.927 0.619 0.975
C -2.11969 0.70994 2.05289 -0.176 -0.006 0.079
C -3.10547 -0.27536 2.00311 0.401 0.391 -0.001
H -1.19915 -2.99111 2.87155 -0.086 0.462 -0.153
H 0.59254 -1.21202 2.87353 -0.719 -0.041 0.076
H -0.22409 3.24387 1.61799 -0.147 -0.078 -0.011
H -1.22717 3.09154 3.05438 0.443 -0.079 0.086
H 1.39780 4.33626 2.64163 0.258 0.104 0.363
H 0.66423 4.23970 4.26066 0.021 -0.234 -0.239
H 2.89858 2.70711 4.18618 -0.409 -0.124 -0.166
H 2.03044 0.39747 3.26000 -0.203 0.395 0.026
H -2.36423 1.74720 1.77508 -0.040 -0.667 0.228
H -4.13338 -0.02060 1.73426 0.407 -0.131 0.057
O 2.86499 3.14115 -0.21989 -0.438 -0.639 -1.153
C 2.37776 2.50874 -1.17813 0.919 1.697 1.389
C 2.63993 2.96220 -2.60646 0.246 -0.332 0.351
C 2.96023 2.07392 -3.65667 -0.027 0.255 -0.060
C 3.29733 2.62211 -4.91029 -0.259 0.050 0.242
C 3.32151 4.01126 -5.10076 -0.151 0.235 0.352
C 3.03636 4.87461 -4.03245 -0.035 -0.335 0.241
C 2.72727 4.33931 -2.78191 -0.005 0.029 -0.206
C 3.03491 0.58680 -3.34467 -0.117 0.297 0.351
C 1.65805 -0.04115 -2.99540 0.342 -0.525 -0.454
C 0.77865 0.70663 -1.99823 -0.639 -0.059 0.132
C 1.53543 1.37097 -0.90165 1.208 -0.704 1.291
N 1.89016 0.66551 0.20962 -0.349 -3.680 -0.691
N 2.04820 -0.29004 0.86368 -0.408 4.072 -1.992
H 3.52148 1.96576 -5.75938 0.011 0.186 0.453
H 3.57707 4.45116 -6.07151 -0.112 -0.365 0.357
H 3.05271 5.95856 -4.13113 0.120 -0.277 -0.217
H 2.57940 4.95494 -1.89440 -0.042 0.037 -0.390
H 3.49010 0.03151 -4.17397 -0.216 0.162 0.124
H 3.73861 0.47718 -2.49300 -0.396 -0.078 -0.325
H 1.07333 -0.12574 -3.92133 0.153 -0.156 0.159
H 1.83785 -1.05372 -2.61888 0.007 0.034 -0.159
H 0.21890 1.47790 -2.54015 0.132 0.053 0.251
H 0.01821 0.06026 -1.54587 0.104 -0.136 -0.296

=====

No. 2
71
Properties=species:S:1:pos:R:3:forces:R:3 method="wB97M-V/def2-TZVPD" homo_energy_ha=-0.463 spin_multiplicity=1 de_lowest_ev=0.000 charge=+2
Hf -1.62004 -1.33553 -3.03506 0.424 0.198 0.122
N -3.20993 -0.24162 -1.78368 0.026 0.010 0.079
C -3.54551 1.03981 -2.47006 -0.041 0.020 -0.098
C -3.70304 0.75913 -3.95310 -0.203 -0.081 0.108
N -2.40539 0.25325 -4.50612 -0.018 -0.002 -0.126
H -4.04603 -0.81472 -1.69599 -0.048 -0.041 0.011
H -2.90831 -0.05175 -0.82880 -0.026 0.011 0.050
H -2.73577 1.74942 -2.29096 0.024 0.025 0.023
H -4.45656 1.47267 -2.06370 -0.053 0.038 -0.006
H -4.04440 1.63466 -4.49918 0.023 0.081 0.012
H -4.44374 -0.02955 -4.09442 -0.046 0.021 -0.068
H -1.77562 1.04469 -4.63077 0.024 0.049 -0.043
H -2.56610 -0.10221 -5.44971 0.010 -0.050 -0.011
C 0.01358 1.56003 1.39637 0.066 0.032 -0.008
C 0.99782 2.67744 1.01659 0.027 0.030 -0.024
C 0.47261 3.45243 -0.20297 0.051 -0.016 0.077
C 1.00552 3.67637 2.18152 -0.022 0.041 -0.015
C 2.46103 2.16087 0.74488 -0.162 -0.135 -0.019
O 3.33300 3.27493 0.63610 0.085 0.069 0.013
C 3.00816 1.12743 1.74739 -0.009 0.055 0.044
C 3.23686 1.55748 3.21428 -0.049 -0.026 0.005
C 2.22667 1.01492 4.20803 0.050 0.056 -0.004
C 1.71322 1.82540 5.21601 -0.008 0.006 -0.062
C 0.80355 1.33828 6.14281 -0.028 -0.001 0.028
C 0.40450 0.01380 6.06992 0.039 0.048 -0.027
Cl -0.74182 -0.60447 7.20736 -0.022 -0.012 0.021
C 0.92607 -0.82490 5.09704 -0.001 -0.031 -0.016
C 1.83278 -0.32096 4.17766 0.015 -0.009 0.005
C 2.66222 1.58175 -0.68852 0.054 0.144 0.181
N 1.83142 0.43661 -1.05120 -0.220 0.006 -0.189
C 0.82704 0.38455 -1.90691 0.147 0.098 0.248
N 0.29265 -0.84457 -1.89174 -0.098 -0.250 -0.140
C 1.08147 -1.51660 -0.98652 0.019 0.003 0.015
N 2.01102 -0.76675 -0.47522 0.010 -0.144 0.076
H -0.97648 2.00160 1.54215 0.027 -0.023 -0.007
H 0.29528 1.08112 2.33657 -0.030 0.002 -0.063
H -0.08019 0.77711 0.63620 0.027 -0.031 -0.046
H -0.43975 3.98664 0.06888 0.028 -0.018 -0.006
H 0.22173 2.80318 -1.04624 -0.004 -0.008 -0.028
H 1.20297 4.19125 -0.53756 -0.033 -0.011 -0.013
H 0.00234 4.09150 2.30012 0.026 -0.014 0.006
H 1.68379 4.50721 1.98763 -0.023 -0.019 0.026
H 1.26535 3.20095 3.12251 -0.022 0.035 -0.004
H 3.76503 3.43369 1.48264 -0.007 0.032 -0.016
H 3.96212 0.79243 1.33340 -0.005 0.015 0.015
H 2.35872 0.25534 1.73146 0.014 -0.034 -0.002
H 3.27904 2.64509 3.31947 0.035 -0.037 -0.001
H 4.22435 1.20386 3.51647 0.012 -0.023 -0.019
H 2.02635 2.86159 5.28369 0.000 -0.015 0.014
H 0.40715 1.97949 6.91892 0.013 -0.018 -0.019
H 0.63249 -1.86631 5.07451 0.014 0.026 0.001
H 2.25540 -0.99739 3.44238 -0.015 0.010 0.008
H 3.69713 1.26411 -0.77909 0.033 -0.004 -0.008
H 2.47831 2.36056 -1.42192 -0.020 0.038 -0.044
H 0.50817 1.22455 -2.50338 0.030 -0.013 0.014
H 0.95428 -2.55551 -0.73081 0.013 0.026 -0.012
C -1.62334 -3.83867 -1.11614 0.025 -0.090 -0.102
C -1.60831 -4.18087 -2.62025 0.078 -0.155 0.087
C -2.22593 -5.56434 -2.82383 -0.011 0.011 0.016
C -0.15929 -4.20075 -3.14765 -0.114 -0.047 0.079
C -2.39713 -3.08524 -3.35261 -0.174 0.014 -0.135
H -0.96251 -4.48613 -0.53347 0.003 0.031 -0.020
H -2.63267 -3.92695 -0.71570 -0.002 0.027 -0.001
H -1.29258 -2.80010 -0.91592 0.007 0.031 0.071
H -1.64569 -6.32754 -2.29772 -0.034 0.042 -0.022
H -2.24420 -5.82204 -3.88376 -0.002 -0.005 0.029
H -3.24943 -5.59150 -2.44526 0.035 -0.006 -0.023
H 0.46386 -4.91156 -2.59945 -0.012 0.020 0.004
H 0.33835 -3.21998 -3.05932 0.047 0.004 -0.028
H -0.14551 -4.47458 -4.20160 0.014 0.026 -0.020
H -3.27813 -3.39409 -3.91667 -0.007 -0.064 0.006

=====

No. 3
23
Properties=species:S:1:pos:R:3:forces:R:3 method="wB97M-V/def2-TZVPD" homo_energy_ha=-0.540 spin_multiplicity=1 de_lowest_ev=6.012 charge=+1
C 1.82484 1.56272 -1.03482 -0.573 -1.365 0.949
C 0.32930 1.76862 -1.38003 1.169 0.702 0.288
C -0.59729 1.92926 -0.16520 -0.919 0.714 0.772
C -0.52250 0.98762 1.03568 0.104 -2.009 -0.721
C -1.13491 -0.41599 0.64106 1.420 0.964 0.598
N -0.10797 -1.12909 0.04292 0.149 -0.200 -0.010
C -0.28965 -2.55218 -0.02418 -1.449 -1.457 0.299
N 0.39688 -3.15600 1.08491 -0.367 1.621 0.223
H 2.54040 2.28655 -1.40683 -0.177 0.100 -0.094
H 1.92069 1.45536 0.05194 0.295 0.597 -0.060
H 2.10465 0.54757 -1.33655 0.279 0.294 -0.406
H 0.24875 2.73336 -1.88203 -0.219 -0.202 -0.326
H 0.06099 0.99367 -2.09096 -0.528 -0.052 0.047
H -1.63314 1.92279 -0.52486 -0.090 -0.137 -0.074
H -0.52514 2.94623 0.23551 0.462 -0.065 -0.137
H 0.49677 0.69361 1.29762 0.045 0.637 0.177
H -1.04107 1.19489 1.96719 -0.163 0.905 -0.099
H -1.97545 -0.17327 -0.05752 0.240 -0.432 -0.311
H -1.63581 -0.95485 1.47647 -0.019 -0.352 -0.494
H -1.37626 -2.69462 -0.02765 -0.041 -0.669 -0.036
H 0.13712 -2.96124 -0.94505 0.143 0.484 -0.147
H 0.03012 -2.88821 1.98243 0.024 -0.112 0.138
H 0.74870 -4.09678 1.05992 0.214 0.033 -0.577

=====

No. 4
104
Properties=species:S:1:pos:R:3:forces:R:3 method="wB97M-V/def2-TZVPD" homo_energy_ha=-0.333 spin_multiplicity=1 charge=0
O -0.20394 -4.91791 1.63766 1.557 2.458 -3.314
C 0.24406 -4.28937 0.67071 -1.096 -0.906 2.059
O 1.00196 -5.00902 -0.32821 -0.610 3.106 -1.071
C 1.22910 -4.02830 -1.33621 0.908 2.432 -3.705
O 1.69080 -4.15075 -2.49164 -1.183 -1.352 4.105
C 0.77746 -2.55654 -0.95911 -1.324 -1.905 3.595
C 1.02806 -1.25901 -1.84187 0.428 -1.142 -0.192
C 1.61510 -0.01391 -1.02528 1.235 -0.030 0.046
O 2.15247 -0.40090 0.27418 -0.738 1.030 -1.764
C 0.63152 1.23950 -0.86468 -0.470 1.323 0.616
F 1.15424 2.34872 -1.64650 -1.421 -2.639 1.648
F 0.58619 1.71315 0.48585 0.070 -0.920 -3.121
F -0.70485 1.01121 -1.23441 2.931 0.730 0.568
C 0.13544 -2.75285 0.28704 1.377 1.183 -1.653
C -0.58281 -1.64774 1.17269 -1.386 -1.268 -0.178
C -2.17608 -1.99272 1.11882 0.560 -0.802 0.140
C -2.82977 -1.75409 -0.32047 -0.008 1.225 0.549
S -2.77110 -3.22048 -1.45495 0.541 0.316 -0.324
H 1.84211 -1.55470 -2.60385 -1.283 0.349 1.232
H 0.10889 -1.00889 -2.49439 1.462 -0.254 1.494
H 2.53109 0.37336 -1.61013 -1.757 -0.320 0.559
H 2.89971 0.21921 0.43392 -0.803 -0.535 0.183
H -0.48347 -0.59091 0.76723 0.339 -1.560 0.431
H -0.25982 -1.67341 2.27425 -0.238 -0.061 -1.758
H -2.68425 -1.41023 1.96225 0.528 -0.624 -1.440
H -2.29576 -3.10865 1.36634 0.136 1.711 -0.279
H -3.93454 -1.48034 -0.18412 1.591 -0.503 -0.304
H -2.33654 -0.88022 -0.85808 -0.669 -1.037 0.737
H -1.79377 -2.88648 -2.39829 -0.921 0.008 1.178
C -2.62021 -6.05270 3.74361 0.059 -0.159 -0.317
Cl -2.41676 -6.47259 5.44976 0.064 -0.081 0.038
Cl -3.12857 -4.37102 3.55465 -0.051 -0.104 0.026
H -1.67147 -6.19473 3.22873 -0.088 0.164 0.153
H -3.37755 -6.70205 3.30763 0.017 0.158 0.167
C 2.67827 2.49361 2.97843 0.117 0.277 -0.059
Cl 1.39472 2.74170 4.16616 -0.139 0.057 -0.026
Cl 3.26300 0.82457 3.01032 0.023 0.146 -0.012
H 2.28800 2.71306 1.98575 -0.064 -0.134 0.179
H 3.50646 3.16352 3.20559 -0.264 -0.266 0.130
C 0.73518 -7.18705 -3.38289 0.210 0.182 0.227
Cl -0.89748 -6.52343 -3.51380 0.019 0.090 0.060
Cl 1.00275 -8.46293 -4.57873 0.089 -0.118 -0.007
H 1.45607 -6.38804 -3.54952 -0.183 -0.078 -0.027
H 0.86941 -7.60250 -2.38557 -0.108 -0.014 -0.183
C 6.22546 -1.50186 1.46792 0.127 0.023 0.200
Cl 7.43232 -1.56763 0.17813 0.066 -0.006 0.072
Cl 4.59842 -1.27994 0.81235 0.514 -0.482 0.123
H 6.25593 -2.43452 2.02876 -0.055 0.088 -0.194
H 6.45759 -0.66685 2.12730 -0.065 -0.048 -0.182
C -0.88878 4.43773 -0.60071 -0.052 -0.337 -0.003
Cl -2.14828 4.89376 -1.75404 -0.008 -0.078 -0.014
Cl -0.10770 5.86626 0.09044 0.141 0.019 0.118
H -1.33916 3.85820 0.20407 -0.015 0.203 -0.063
H -0.14075 3.83396 -1.11174 -0.236 0.437 0.069
C 4.33256 2.38067 6.96138 -0.130 -0.020 0.223
Cl 4.32094 3.86362 6.00005 -0.034 0.027 0.132
Cl 5.27064 1.11135 6.16491 0.004 -0.053 0.101
H 4.77665 2.59224 7.93260 0.039 -0.004 -0.216
H 3.30812 2.03519 7.09140 0.139 0.038 -0.177
C -0.30391 9.71829 -0.40169 -0.118 -0.259 -0.163
Cl -1.06118 11.30389 -0.59238 -0.040 0.025 -0.058
Cl 1.00740 9.77225 0.78301 0.028 -0.106 0.004
H -1.05539 9.00605 -0.06500 0.101 0.171 0.022
H 0.09990 9.40177 -1.36175 -0.010 0.132 0.155
C -5.48967 -8.20987 6.84214 0.222 0.114 0.087
Cl -6.90386 -7.33532 6.24212 0.047 0.095 0.025
Cl -5.63906 -9.94637 6.54585 0.089 -0.027 0.044
H -4.60150 -7.83888 6.33193 -0.237 -0.106 0.000
H -5.39731 -8.04048 7.91358 -0.137 -0.083 -0.153
C 0.63807 -5.83966 -7.24970 0.025 -0.264 0.073
Cl 1.96873 -4.67972 -7.35150 0.071 -0.041 -0.036
Cl -0.92528 -5.01438 -7.19294 -0.061 -0.061 -0.010
H 0.66516 -6.48699 -8.12538 -0.002 0.167 0.066
H 0.75717 -6.43663 -6.34630 -0.064 0.202 -0.130
C -3.33664 1.47409 3.87655 -0.047 -0.042 0.246
Cl -2.11810 1.41814 2.59603 0.143 0.043 0.047
Cl -4.95799 1.69192 3.20791 -0.002 -0.011 0.085
H -3.30669 0.53977 4.43504 -0.017 0.077 -0.202
H -3.11175 2.30830 4.53884 -0.087 -0.152 -0.293
C -1.20745 0.02445 -5.40964 0.024 0.210 -0.231
Cl -2.21276 1.15306 -4.49728 0.028 0.084 -0.047
Cl -0.98525 -1.48553 -4.51931 -0.060 -0.199 -0.444
H -1.68961 -0.19167 -6.36149 -0.007 -0.056 0.220
H -0.23338 0.47836 -5.58415 -0.128 -0.082 0.136
C -3.52286 10.74385 -3.66658 0.080 0.239 0.091
Cl -4.24724 10.51163 -5.26201 0.009 0.093 -0.004
Cl -3.32935 9.20389 -2.82092 0.050 -0.015 0.076
H -2.54464 11.20650 -3.78619 -0.119 -0.170 -0.024
H -4.16796 11.39228 -3.07633 0.020 -0.191 -0.096
C 0.04816 -5.18358 -10.90487 0.058 0.193 0.163
Cl 0.62867 -6.82621 -11.20704 0.077 -0.030 0.111
Cl -1.10893 -4.67607 -12.14071 0.001 0.077 0.060
H -0.43877 -5.15542 -9.93194 -0.038 -0.049 -0.187
H 0.89669 -4.50155 -10.91316 -0.104 -0.151 -0.104
C -0.83417 5.62391 5.54410 0.260 0.170 -0.144
Cl -1.28418 6.73097 6.84579 0.068 0.021 -0.052
Cl -1.87751 4.19583 5.52864 0.107 0.028 0.006
H -0.92945 6.14111 4.59080 -0.110 -0.095 0.160
H 0.19704 5.30614 5.69024 -0.193 -0.036 0.059
C 4.83366 6.26262 2.63764 0.040 0.241 -0.174
Cl 3.54956 6.51117 3.82640 -0.028 0.078 -0.042
Cl 5.41901 4.59471 2.66978 0.305 0.126 -0.173
H 4.44408 6.48188 1.64489 -0.026 -0.124 0.174
H 5.66124 6.93219 2.86525 -0.112 -0.179 0.082

=====

| no. | energy (hartree) |
| --- | --- |
| 1 | -1494.94727 |
| 2 | -1757.05933 |
| 3 | -346.69162 |
| 4 | -15781.58118 |